Density functional theory data (ωB97M-V/def2-TZVPD) for a molecular structure, C12H44HgN10O13.

Each line ends with the Mulliken charge.
Geometry (Å):
Hg (-2.63, 2.23, -1.75)  1.134
C (-0.25, -0.58, -0.66)  -0.785
C (-0.25, 0.65, 0.25)  2.097
O (-1.30, 1.56, 0.16)  0.227
H (-0.61, -0.36, -1.67)  0.109
H (-0.75, -1.53, -0.43)  -0.441
H (0.79, -0.93, -0.75)  0.262
H (0.69, 1.16, 0.00)  -0.668
H (0.01, 0.32, 1.26)  -1.208
C (0.17, 2.34, -3.49)  -0.083
O (-0.98, 3.00, -3.08)  -0.800
H (1.04, 2.99, -3.32)  0.261
H (0.30, 1.38, -2.97)  -0.454
H (0.20, 2.21, -4.58)  0.401
C (-4.04, -0.27, -3.16)  -0.738
C (-3.90, -0.75, -1.70)  0.187
O (-3.82, 0.38, -0.83)  -0.373
O (-2.89, 0.57, -3.40)  -0.437
H (-4.92, 0.33, -3.41)  0.272
H (-4.01, -1.05, -3.91)  0.432
H (-3.01, -1.37, -1.61)  -0.187
H (-4.73, -1.40, -1.40)  0.535
H (-4.24, 0.23, 0.02)  0.223
H (-2.61, 0.33, -4.29)  0.268
C (-3.40, 3.19, 2.52)  -0.345
C (-3.54, 1.71, 2.95)  -0.342
O (-3.70, 0.82, 1.87)  -0.645
O (-2.05, 3.56, 2.31)  -0.615
H (-3.82, 3.84, 3.29)  0.429
H (-4.02, 3.30, 1.63)  0.110
H (-4.32, 1.65, 3.71)  0.367
H (-2.65, 1.30, 3.44)  0.193
H (-2.86, 0.90, 1.39)  0.287
H (-1.63, 3.06, 1.60)  0.248
C (-2.27, -3.13, 1.36)  0.500
O (-3.38, -2.82, 0.94)  -0.607
N (-1.68, -2.60, 2.44)  -0.260
N (-1.37, -3.95, 0.68)  -0.293
H (-2.01, -1.77, 2.90)  0.159
H (-0.77, -2.91, 2.73)  0.105
H (-1.77, -4.27, -0.19)  0.167
H (-0.79, -4.61, 1.16)  0.208
C (4.88, 0.06, 0.35)  0.658
O (5.73, 0.06, 1.25)  -0.701
N (3.98, 1.06, 0.20)  -0.171
N (4.76, -0.92, -0.59)  -0.385
H (4.17, 1.88, 0.75)  0.132
H (3.25, 1.00, -0.48)  0.077
H (5.04, -1.85, -0.32)  0.291
H (3.98, -0.83, -1.23)  0.168
C (0.75, -4.93, -1.86)  0.714
O (0.19, -6.02, -1.82)  -0.661
N (2.07, -4.71, -1.56)  -0.338
N (0.10, -3.80, -2.20)  -0.339
H (2.62, -5.55, -1.49)  0.224
H (2.49, -3.83, -1.79)  0.130
H (0.70, -3.00, -2.23)  0.137
H (-0.88, -3.82, -1.97)  0.138
C (3.20, -2.16, 2.53)  0.560
O (3.88, -3.11, 2.16)  -0.702
N (3.71, -1.04, 3.05)  -0.317
N (1.84, -2.11, 2.38)  -0.148
H (4.71, -1.06, 3.17)  0.246
H (3.23, -0.20, 3.31)  0.124
H (1.29, -1.40, 2.85)  0.150
H (1.42, -2.96, 2.05)  0.060
C (1.74, 4.54, 0.30)  0.568
O (2.14, 4.13, 1.39)  -0.651
N (0.83, 3.90, -0.46)  -0.102
N (2.14, 5.76, -0.19)  -0.511
H (0.59, 2.95, -0.22)  0.107
H (0.89, 4.12, -1.45)  0.202
H (2.71, 6.24, 0.49)  0.291
H (1.36, 6.23, -0.63)  0.226
O (-0.23, 0.13, 3.60)  -0.598
H (-0.10, 0.63, 2.78)  0.326
H (0.27, 0.61, 4.27)  0.301
O (2.94, 0.12, -2.61)  -0.633
H (3.36, 0.75, -3.20)  0.279
H (2.02, 0.41, -2.56)  0.249

Charge ... 0
Energy relative to the best compared isomer or geometry (same formula, charge and spin) ... 0.0 kcal per mole
HOMO level ... -9.2 eV

=====

Density functional theory data (ωB97M-V/def2-TZVPD) for 5 unconnected molecules or ions with the total composition C39H77FN7O4.

Each line ends with the Mulliken charge.
Geometry (Å):
C (-6.89, -4.63, 2.44)  -0.985
C (-6.02, -3.62, 3.23)  -0.395
C (-6.73, -2.26, 3.38)  -0.899
C (-6.33, -1.31, 2.24)  -0.514
C (-5.07, -0.51, 2.63)  -0.460
C (-4.11, -0.33, 1.45)  -0.654
C (-2.85, 0.43, 1.83)  -0.635
C (-1.89, 0.53, 0.64)  -0.608
C (-0.45, 0.90, 1.03)  -0.535
C (0.13, 2.12, 0.28)  -1.158
C (1.23, 1.71, -0.69)  -0.670
C (2.60, 1.52, 0.01)  -0.529
C (3.71, 2.38, -0.58)  -0.783
C (5.08, 2.02, 0.02)  -0.923
C (6.27, 2.19, -0.96)  -0.440
C (7.25, 3.30, -0.51)  -1.517
C (8.74, 2.89, -0.53)  -0.062
N (9.22, 3.05, -1.96)  0.006
C (10.70, 3.33, -2.14)  0.199
C (11.33, 2.47, -3.20)  -0.121
C (11.36, 1.07, -3.11)  -0.262
C (12.00, 0.36, -4.12)  -0.666
C (12.58, 1.08, -5.17)  -0.225
N (12.55, 2.40, -5.29)  -0.571
C (11.93, 3.06, -4.31)  -0.354
C (11.41, 3.18, -0.80)  -1.130
N (10.87, 4.13, 0.15)  -0.309
C (9.50, 3.74, 0.52)  -0.375
C (9.55, 2.87, 1.82)  -0.807
C (10.82, 3.06, 2.64)  -0.621
F (11.83, 2.27, 2.13)  -0.298
H (-7.63, -4.08, 1.86)  0.117
H (-6.25, -5.15, 1.74)  0.244
H (-7.35, -5.35, 3.11)  0.367
H (-5.80, -4.01, 4.22)  0.505
H (-5.08, -3.49, 2.70)  0.164
H (-7.81, -2.42, 3.37)  0.528
H (-6.49, -1.82, 4.35)  0.136
H (-6.15, -1.90, 1.34)  0.299
H (-7.15, -0.63, 2.06)  0.459
H (-5.41, 0.45, 3.00)  0.208
H (-4.52, -1.05, 3.40)  0.229
H (-4.62, 0.15, 0.62)  0.292
H (-3.79, -1.34, 1.18)  0.346
H (-3.12, 1.43, 2.18)  0.174
H (-2.37, -0.12, 2.64)  0.401
H (-2.31, 1.29, -0.03)  0.371
H (-1.89, -0.41, 0.10)  0.190
H (-0.36, 1.01, 2.11)  0.595
H (0.17, 0.04, 0.76)  0.233
H (0.52, 2.84, 1.01)  0.418
H (-0.65, 2.64, -0.27)  0.485
H (0.97, 0.79, -1.23)  0.178
H (1.37, 2.50, -1.43)  0.533
H (2.87, 0.46, -0.03)  0.373
H (2.49, 1.76, 1.07)  0.242
H (3.43, 3.41, -0.33)  0.147
H (3.69, 2.29, -1.67)  0.473
H (5.22, 2.62, 0.92)  0.512
H (5.02, 0.99, 0.34)  0.395
H (6.79, 1.24, -1.08)  0.448
H (5.84, 2.50, -1.90)  0.333
H (7.04, 3.61, 0.51)  0.553
H (7.12, 4.19, -1.13)  0.479
H (8.73, 1.83, -0.30)  0.430
H (9.04, 2.17, -2.44)  0.541
H (8.68, 3.76, -2.45)  0.551
H (10.78, 4.36, -2.48)  0.548
H (10.92, 0.55, -2.27)  0.370
H (12.07, -0.72, -4.11)  0.406
H (13.09, 0.53, -5.95)  0.377
H (11.92, 4.15, -4.38)  0.369
H (12.47, 3.35, -0.99)  0.576
H (11.34, 2.17, -0.41)  0.323
H (10.84, 5.04, -0.30)  0.350
H (8.93, 4.63, 0.76)  0.662
H (9.56, 1.82, 1.55)  0.286
H (8.71, 3.09, 2.48)  0.479
H (10.63, 2.72, 3.65)  0.384
H (11.13, 4.10, 2.70)  0.297
C (-8.08, -3.57, -1.36)  -1.172
C (-6.64, -4.04, -1.34)  0.667
O (-5.90, -3.84, -0.39)  -0.619
N (-6.20, -4.70, -2.45)  -0.201
C (-6.95, -5.00, -3.66)  -0.786
H (-8.29, -3.06, -0.42)  0.224
H (-8.24, -2.87, -2.18)  0.432
H (-8.76, -4.41, -1.47)  0.380
H (-5.24, -4.99, -2.39)  0.255
H (-6.98, -6.08, -3.81)  0.296
H (-6.46, -4.55, -4.52)  0.281
H (-7.96, -4.62, -3.59)  0.246
C (-0.16, -3.48, -1.69)  -1.422
C (0.56, -2.21, -2.04)  0.786
O (0.28, -1.14, -1.50)  -0.512
N (1.55, -2.27, -2.97)  -0.179
C (2.01, -3.43, -3.70)  -0.904
H (-0.91, -3.26, -0.94)  0.234
H (-0.66, -3.89, -2.58)  0.415
H (0.53, -4.23, -1.29)  0.368
H (1.99, -1.38, -3.15)  0.217
H (3.07, -3.60, -3.50)  0.285
H (1.89, -3.27, -4.77)  0.296
H (1.46, -4.32, -3.42)  0.349
C (-12.28, -2.48, -2.39)  -1.283
C (-11.20, -2.02, -3.34)  0.779
O (-10.10, -2.55, -3.37)  -0.630
N (-11.49, -0.98, -4.16)  -0.177
C (-12.73, -0.23, -4.25)  -0.850
H (-11.89, -3.31, -1.81)  0.254
H (-12.57, -1.68, -1.71)  0.374
H (-13.16, -2.82, -2.94)  0.380
H (-10.73, -0.71, -4.76)  0.237
H (-13.13, -0.30, -5.27)  0.283
H (-12.55, 0.83, -4.04)  0.285
H (-13.47, -0.60, -3.55)  0.325
C (-4.42, 1.60, 6.08)  -1.175
C (-5.81, 1.04, 6.29)  0.783
O (-6.57, 0.83, 5.36)  -0.616
N (-6.19, 0.76, 7.57)  -0.171
C (-5.43, 0.94, 8.79)  -0.845
H (-4.27, 1.75, 5.02)  0.142
H (-4.31, 2.55, 6.60)  0.424
H (-3.66, 0.90, 6.44)  0.341
H (-7.12, 0.39, 7.64)  0.241
H (-5.31, -0.02, 9.30)  0.285
H (-5.95, 1.63, 9.46)  0.287
H (-4.44, 1.35, 8.58)  0.316

Charge ... +1
Energy relative to the best compared isomer or geometry (same formula, charge and spin) ... 0.0 kcal per mole
HOMO level ... -9.9 eV

=====

Density functional theory data (ωB97M-V/def2-TZVPD) for a single C4H7ClN2S molecule.

Each line ends with the Mulliken charge.
Geometry (Å):
C (-0.26, 0.31, -0.67)  0.312
C (1.12, 0.86, -0.58)  -0.082
C (-0.54, 0.11, 1.73)  -1.019
C (-0.58, -0.63, 0.50)  -0.361
H (0.16, -0.24, -2.77)  0.250
H (-0.08, -1.71, -1.89)  0.296
H (-0.95, 1.14, -0.79)  0.208
H (1.63, 1.17, -1.46)  0.391
H (-0.85, -0.56, 2.48)  0.479
H (-1.34, 0.82, 1.73)  0.447
H (-1.58, -1.16, 0.42)  0.355
N (-0.40, -0.50, -1.96)  -0.663
N (1.75, 1.18, 0.43)  -0.520
S (1.15, 1.08, 2.03)  0.034
Cl (0.75, -1.88, 0.80)  -0.126

SMILES string ... N[C@@H]1C=NSC[C@@H]1Cl
Charge ... 0
Energy relative to the best compared isomer or geometry (same formula, charge and spin) ... 51.8 kcal per mole
HOMO level ... -8.9 eV

=====

Per-record energy, eV: -58851.2406, -63024.9534, -30597.0423
Per-record E_LUMO, eV: -2.4, -2.8, 0.8
Per-record orbital gap, eV: 6.8, 7.2, 9.7